[1]
Computed, not measured: C12H22F9NO6SSi2 as an isolated structure, with wB97M-V/def2-TZVPD.

For the HOMO-LUMO gap, the calculation gives 9.69 eV. The molar mass comes out at 535.53 g mol⁻¹.

Each line ends with the natural charge from an NBO analysis.
CARTESIAN COORDINATES (ANGSTROEM)
N: 3.904 -1.347 1.380  -0.8345
C: 3.261 -0.076 1.707  -0.2115
C: 2.038 0.285 0.859  -0.4215
C: 2.419 0.812 -0.528  -0.4073
C: 1.370 0.592 -1.624  -0.3851
C: -0.063 0.987 -1.219  -0.9110
Si: -0.212 2.809 -0.838  1.4433
O: -1.775 3.328 -1.148  -1.2345
Si: -3.129 2.572 -0.672  1.2417
S: -4.475 4.321 -0.303  1.7287
O: -3.944 5.006 0.845  -0.9105
O: -4.744 4.984 -1.550  -0.9104
C: -6.182 3.776 0.305  0.4071
F: -6.064 3.347 1.575  -0.3083
F: -6.904 4.907 0.288  -0.2923
C: -6.948 2.701 -0.527  0.5732
F: -8.264 2.943 -0.440  -0.2861
F: -6.568 2.792 -1.818  -0.3016
C: -6.687 1.245 -0.059  0.5543
F: -7.415 0.992 1.025  -0.2816
F: -5.375 1.120 0.260  -0.3171
C: -7.004 0.160 -1.116  0.9265
F: -6.967 -1.029 -0.536  -0.2941
F: -6.122 0.175 -2.103  -0.2974
F: -8.215 0.362 -1.617  -0.2972
H: 4.527 -1.262 0.586  0.3553
H: 3.224 -2.065 1.154  0.3559
H: 4.019 0.708 1.591  0.1859
H: 2.986 -0.085 2.766  0.1856
H: 1.440 1.023 1.404  0.2062
H: 1.416 -0.615 0.752  0.1900
H: 3.343 0.315 -0.844  0.2060
H: 2.659 1.881 -0.458  0.1980
H: 1.649 1.187 -2.502  0.2072
H: 1.390 -0.457 -1.939  0.2056
H: -0.396 0.395 -0.358  0.2380
H: -0.752 0.750 -2.040  0.2418
H: 0.683 3.593 -1.711  -0.1938
H: 0.082 3.101 0.582  -0.2030
H: -2.965 1.864 0.608  -0.1758
H: -3.721 1.726 -1.715  -0.1746
C: 7.242 -4.452 -1.178  -0.2542
O: 7.347 -5.016 0.133  -0.4927
C: 6.210 -5.005 0.829  0.9805
O: 5.153 -4.570 0.447  -0.6514
O: 6.440 -5.552 2.021  -0.4918
C: 5.302 -5.563 2.891  -0.2576
H: 8.234 -4.537 -1.609  0.1973
H: 6.518 -5.003 -1.775  0.1926
H: 6.940 -3.407 -1.120  0.1895
H: 4.492 -6.143 2.452  0.1912
H: 4.958 -4.547 3.079  0.1995
H: 5.647 -6.027 3.810  0.1962


[2]
Computed, not measured: C10H30B3F12O5S5Y as an isolated structure in a non-equilibrium geometry, with wB97M-V/def2-TZVPD.

The energy relative to the best compared isomer or geometry (same formula, charge and spin) comes out at 0.1944 eV. For the HOMO-LUMO gap, the calculation gives 9.00 eV. The molar mass comes out at 740.00 g mol⁻¹.

Each line ends with the natural charge from an NBO analysis.
CARTESIAN COORDINATES (ANGSTROEM)
Y: 0.725 -20.790 -17.009  1.9804
B: 3.464 -20.432 -19.434  1.3540
F: 4.794 -20.592 -19.049  -0.5540
F: 3.093 -21.411 -20.335  -0.5792
F: 2.592 -20.512 -18.359  -0.5416
F: 3.175 -19.240 -20.160  -0.5743
B: 2.057 -21.640 -14.573  1.2941
F: 2.709 -21.111 -15.657  -0.5172
F: 1.936 -20.669 -13.639  -0.5400
F: 0.877 -22.197 -14.944  -0.5228
F: 2.893 -22.609 -14.128  -0.5537
B: -1.011 -18.748 -18.255  1.3272
F: -1.447 -19.947 -17.746  -0.5380
F: -1.643 -18.351 -19.398  -0.5422
F: -1.103 -17.773 -17.295  -0.5505
F: 0.354 -18.991 -18.476  -0.5307
C: 1.923 -25.259 -16.417  -0.7904
S: 2.102 -24.183 -17.918  1.2310
O: 1.753 -22.771 -17.418  -0.9813
C: 3.965 -24.166 -17.860  -0.7995
H: 2.015 -26.256 -16.849  0.2152
H: 0.875 -25.288 -16.120  0.2277
H: 2.583 -25.085 -15.567  0.2651
H: 4.292 -23.398 -18.560  0.2730
H: 4.494 -25.093 -18.081  0.2286
H: 4.337 -23.896 -16.871  0.2524
C: -1.232 -18.430 -13.287  -0.7993
S: -1.648 -19.929 -14.285  1.2599
O: -0.506 -20.076 -15.285  -0.9740
C: -1.459 -21.143 -12.914  -0.8340
H: -1.226 -17.472 -13.806  0.2492
H: -0.222 -18.591 -12.910  0.2497
H: -1.853 -18.450 -12.392  0.2290
H: -2.116 -20.956 -12.064  0.2352
H: -0.470 -21.330 -12.496  0.2699
H: -1.765 -22.127 -13.269  0.2386
C: 0.580 -22.998 -21.404  -0.7881
S: -0.593 -22.041 -20.330  1.2071
O: 0.221 -21.481 -19.118  -0.9635
C: -0.765 -20.770 -21.566  -0.8318
H: 0.079 -23.387 -22.290  0.2226
H: 1.055 -23.834 -20.892  0.2366
H: 1.252 -22.243 -21.813  0.2642
H: 0.100 -20.132 -21.385  0.2824
H: -1.700 -20.234 -21.399  0.2536
H: -0.824 -21.143 -22.588  0.2368
C: -1.949 -24.598 -18.124  -0.8161
S: -1.967 -23.314 -16.742  1.2531
O: -0.794 -22.375 -16.979  -0.9769
C: -3.457 -22.399 -17.317  -0.8079
H: -1.891 -24.157 -19.120  0.2414
H: -2.996 -24.875 -18.249  0.2362
H: -1.213 -25.400 -18.066  0.2427
H: -3.475 -22.262 -18.398  0.2409
H: -3.519 -21.460 -16.765  0.2633
H: -4.373 -22.935 -17.068  0.2314
C: 3.058 -16.997 -17.247  -0.8176
S: 2.264 -17.474 -15.708  1.2782
O: 1.471 -18.676 -16.248  -0.9995
C: 1.094 -16.073 -15.586  -0.8160
H: 2.447 -16.465 -17.977  0.2485
H: 3.503 -17.843 -17.771  0.2864
H: 3.921 -16.414 -16.926  0.2170
H: 1.649 -15.142 -15.473  0.2306
H: 0.504 -16.188 -14.677  0.2207
H: 0.386 -15.955 -16.407  0.2663


[3]
Computed, not measured: C54H51BrGe2KN5O4 as an isolated structure, with wB97M-V/def2-TZVPD.

The energy relative to the best compared isomer or geometry (same formula, charge and spin) comes out at 0.5069 eV. As for the spin multiplicity: 2. The net charge is -1. For the HOMO-LUMO gap (spin up / spin down), the calculation gives 6.46 / 5.97 eV. The molar mass comes out at 1098.26 g mol⁻¹.

Each line ends with the Löwdin spin population.
CARTESIAN COORDINATES (ANGSTROEM)
K: 0.366 -0.662 -0.572  0.0259
C: 1.931 -1.250 4.102  0.0005
C: 3.120 -0.586 4.349  0.0029
C: 3.536 0.402 3.471  0.0008
C: 2.740 0.687 2.368  0.0050
N: 1.609 0.033 2.119  0.0311
C: 1.208 -0.908 2.965  0.0056
C: 3.115 1.732 1.369  0.0058
C: 3.958 2.793 1.693  -0.0003
C: 4.276 3.706 0.705  0.0015
C: 3.752 3.539 -0.567  -0.0002
C: 2.900 2.462 -0.797  0.0029
N: 2.588 1.590 0.158  0.0081
C: 2.275 2.227 -2.132  0.0000
C: 1.892 3.289 -2.943  0.0001
C: 1.269 3.013 -4.149  0.0000
C: 1.059 1.693 -4.506  0.0002
C: 1.481 0.699 -3.631  0.0000
N: 2.077 0.956 -2.472  0.0001
H: 1.569 -2.028 4.762  0.0000
H: 3.723 -0.834 5.214  0.0002
H: 4.467 0.926 3.636  0.0001
H: 0.271 -1.389 2.699  -0.0001
H: 4.324 2.921 2.702  0.0001
H: 4.926 4.544 0.924  0.0001
H: 4.004 4.219 -1.369  0.0000
H: 2.041 4.310 -2.617  0.0000
H: 0.933 3.820 -4.788  0.0000
H: 0.553 1.425 -5.423  0.0000
H: 1.294 -0.346 -3.847  0.0000
O: -3.380 -1.676 -0.228  0.0001
C: -3.525 -2.954 0.136  0.0000
C: -4.697 -3.640 -0.199  0.0000
C: -4.875 -4.954 0.193  0.0000
C: -3.897 -5.613 0.931  0.0000
C: -2.731 -4.933 1.252  0.0000
C: -2.520 -3.619 0.859  0.0001
C: -1.211 -2.896 1.174  0.0003
O: -1.302 -1.549 1.122  0.0040
N: -0.231 -3.493 0.205  0.0000
N: 1.054 -3.181 0.260  0.0000
C: 1.825 -3.639 -0.660  0.0000
C: 3.244 -3.323 -0.742  0.0000
Br: 3.769 -1.629 -0.058  0.0002
C: 4.170 -4.063 -1.360  0.0000
C: 3.966 -5.407 -1.925  0.0000
C: 4.682 -5.771 -3.068  0.0000
C: 4.532 -7.024 -3.639  0.0000
C: 3.666 -7.949 -3.070  0.0000
C: 2.965 -7.609 -1.922  0.0000
C: 3.115 -6.354 -1.351  0.0000
H: -2.543 -1.372 0.294  0.0000
H: -5.451 -3.111 -0.769  0.0000
H: -5.790 -5.470 -0.075  0.0000
H: -4.040 -6.640 1.244  0.0000
H: -1.949 -5.432 1.817  0.0000
H: -0.854 -3.257 2.161  0.0000
H: -0.598 -3.847 -0.674  0.0000
H: 1.432 -4.278 -1.453  0.0000
H: 5.159 -3.641 -1.492  0.0000
H: 5.355 -5.050 -3.517  0.0000
H: 5.089 -7.279 -4.532  0.0000
H: 3.544 -8.928 -3.515  0.0000
H: 2.297 -8.327 -1.463  0.0000
H: 2.581 -6.110 -0.443  0.0000
C: -2.179 2.691 -2.990  0.0001
C: -1.678 1.286 -2.679  0.0005
O: -0.957 1.171 -1.691  0.0121
C: -2.086 0.185 -3.551  0.0002
C: -3.114 0.430 -4.486  0.0001
C: -3.630 -0.535 -5.313  0.0000
C: -3.102 -1.838 -5.222  0.0000
C: -2.099 -2.127 -4.345  0.0000
C: -1.517 -1.146 -3.463  0.0000
O: -0.557 -1.481 -2.712  0.0001
H: -1.620 3.385 -2.368  0.0000
H: -3.239 2.781 -2.743  0.0000
H: -2.056 2.951 -4.042  0.0000
H: -3.537 1.425 -4.542  0.0000
H: -4.431 -0.305 -6.004  0.0000
H: -3.499 -2.624 -5.856  0.0000
H: -1.690 -3.128 -4.271  0.0000
C: -3.281 2.880 4.133  0.0364
Ge: -2.697 1.499 2.845  0.0741
C: -2.346 -0.147 3.839  -0.0010
C: -4.159 1.184 1.585  0.0028
Ge: -0.699 2.391 1.757  0.4744
C: -1.147 3.908 0.582  0.0830
C: -0.145 4.636 -0.062  0.0193
C: -0.448 5.729 -0.861  -0.0018
C: -1.770 6.110 -1.051  0.0163
C: -2.781 5.387 -0.436  0.0007
C: -2.469 4.302 0.373  0.0250
C: 0.432 3.175 3.171  0.0727
C: 0.990 4.453 3.075  0.0272
C: 1.793 4.967 4.084  -0.0020
C: 2.052 4.216 5.223  0.0261
C: 1.495 2.950 5.345  -0.0023
C: 0.699 2.440 4.329  0.0259
H: -4.184 2.546 4.650  0.0056
H: -3.497 3.823 3.630  0.0003
H: -2.502 3.062 4.875  0.0003
H: -3.263 -0.442 4.353  0.0001
H: -1.557 -0.026 4.582  0.0000
H: -2.064 -0.917 3.120  -0.0002
H: -4.922 0.578 2.079  0.0008
H: -3.824 0.642 0.704  0.0000
H: -4.619 2.123 1.270  -0.0001
H: 0.892 4.348 0.068  0.0020
H: 0.350 6.283 -1.344  -0.0005
H: -2.009 6.958 -1.681  0.0012
H: -3.817 5.668 -0.585  -0.0002
H: -3.277 3.753 0.844  0.0025
H: 0.794 5.062 2.200  0.0013
H: 2.213 5.961 3.981  -0.0006
H: 2.677 4.617 6.012  0.0021
H: 1.687 2.352 6.228  -0.0007
H: 0.289 1.442 4.438  0.0008